Entry 1:
130
Properties=species:S:1:pos:R:3 method="wB97M-V/def2-TZVPD" molar_mass_g_mol=1092.28 energy_ha=-5970.0287 gap_ev=8.5 homo_energy_ha=-0.3145
Na -3.16 -1.58 0.03
P -0.36 -0.33 0.38
F -0.02 1.28 0.17
F 0.56 -0.50 1.76
F -1.62 0.04 1.30
F -0.80 -1.89 0.48
F -1.38 -0.21 -0.88
F 0.92 -0.78 -0.56
C -1.67 3.40 2.41
C -1.54 3.61 0.90
C -1.84 4.99 0.39
C -3.18 5.46 0.71
N -4.28 5.85 0.89
H -2.72 3.62 2.59
H -1.11 4.09 3.04
H -1.42 2.39 2.75
H -2.09 2.83 0.38
H -0.50 3.45 0.64
H -1.79 5.20 -0.68
H -1.15 5.71 0.82
C 2.78 3.83 1.89
C 1.90 2.91 2.66
C 1.63 3.47 4.04
S 2.02 5.27 4.03
O 3.22 5.43 4.85
O 0.87 6.14 4.27
C 2.39 5.25 2.22
H 2.74 3.56 0.83
H 3.81 3.78 2.26
H 2.44 1.97 2.81
H 0.94 2.81 2.16
H 2.28 3.10 4.83
H 0.60 3.42 4.39
H 3.06 6.09 2.01
H 1.46 5.45 1.69
C -0.23 -2.41 -3.52
C -0.58 -1.52 -4.78
C -2.09 -1.52 -5.01
S -2.86 -2.55 -3.69
O -3.86 -3.40 -4.29
O -3.21 -1.71 -2.55
C -1.29 -3.47 -3.39
H -0.26 -1.67 -2.72
H 0.83 -2.67 -3.49
H -0.08 -1.84 -5.69
H -0.23 -0.50 -4.62
H -2.21 -1.96 -6.00
H -2.54 -0.53 -5.11
H -1.12 -4.20 -4.17
H -1.33 -4.13 -2.52
C -3.11 -6.80 1.95
C -2.21 -5.75 2.66
C -1.21 -5.39 1.55
S -2.09 -5.28 -0.05
O -1.30 -6.07 -1.00
O -2.64 -3.96 -0.40
C -3.52 -6.28 0.59
H -4.01 -7.09 2.50
H -2.55 -7.73 1.85
H -1.77 -6.16 3.57
H -2.69 -4.84 3.01
H -0.55 -6.26 1.47
H -0.46 -4.62 1.68
H -3.79 -6.95 -0.23
H -4.36 -5.62 0.82
C 4.23 -0.71 -0.72
C 5.76 -0.97 -0.60
C 6.19 -0.57 0.79
S 5.26 1.01 1.07
O 6.11 2.12 0.60
O 4.63 1.02 2.39
C 3.94 0.68 -0.18
H 3.66 -1.50 -0.23
H 4.03 -0.85 -1.79
H 6.30 -0.45 -1.40
H 5.93 -2.04 -0.70
H 7.27 -0.50 0.97
H 5.84 -1.30 1.52
H 4.02 1.49 -0.90
H 2.94 0.74 0.26
C -1.30 -0.63 4.96
C -2.53 0.27 5.29
C -3.52 0.13 4.19
S -3.55 -1.66 3.82
O -3.58 -1.89 2.36
O -4.49 -2.33 4.72
C -1.91 -2.00 4.48
H -0.53 -0.66 5.73
H -0.78 -0.18 4.11
H -2.32 1.31 5.52
H -3.01 0.00 6.23
H -3.13 0.61 3.29
H -4.50 0.49 4.50
H -1.35 -2.64 3.80
H -1.97 -2.64 5.36
C -0.92 2.46 -4.75
C -1.15 3.92 -5.12
C -2.66 4.14 -5.09
S -3.36 3.16 -3.68
O -4.56 2.52 -4.18
O -3.36 3.94 -2.43
C -1.84 2.06 -3.54
H 0.13 2.17 -4.74
H -1.24 1.79 -5.55
H -0.69 4.39 -5.99
H -0.75 4.57 -4.34
H -2.98 3.63 -6.00
H -3.12 5.13 -5.17
H -2.11 1.02 -3.34
H -1.38 2.57 -2.69
N 1.72 1.24 -2.43
C 1.67 2.57 -2.10
C 2.38 3.31 -3.06
C 2.93 2.34 -3.91
C 2.54 1.10 -3.51
H 1.33 0.47 -1.90
H 1.03 2.96 -1.32
H 2.49 4.38 -3.16
H 3.63 2.60 -4.70
H 2.68 0.11 -3.93
N 1.66 -3.28 0.57
C 2.61 -3.37 1.54
C 3.39 -4.51 1.20
C 2.79 -5.15 0.09
C 1.75 -4.33 -0.27
H 1.05 -2.48 0.49
H 2.70 -2.59 2.29
H 4.24 -4.80 1.81
H 3.07 -6.05 -0.43
H 0.96 -4.49 -1.00

Entry 2:
121
Properties=species:S:1:pos:R:3 method="wB97M-V/def2-TZVPD" multiplicity=2 molar_mass_g_mol=858.96 energy_ha=-3439.4848 gap_ev="8.1 / 9.4" homo_energy_ha="-0.2952 / -0.3415"
C 6.40 -1.13 0.79
C 5.37 -0.51 -0.16
C 5.68 1.00 -0.15
C 3.97 -0.88 0.39
C 2.76 -0.89 -0.55
C 1.72 -1.90 0.00
C 1.16 -1.61 1.39
C -0.18 -0.87 1.46
C -1.31 -1.54 0.68
C -2.44 -0.58 0.40
F -3.10 -0.32 1.57
F -2.02 0.63 -0.06
C -3.54 -1.13 -0.56
F -3.77 -2.41 -0.26
F -4.67 -0.45 -0.37
S -3.16 -0.99 -2.43
F -3.29 0.58 -2.36
F -1.59 -0.88 -2.19
F -3.01 -2.57 -2.56
F -4.71 -1.12 -2.74
F -2.91 -0.89 -3.98
C 2.00 0.46 -0.74
C 1.95 1.50 0.38
O 2.88 2.59 0.21
C 2.38 3.66 -0.41
O 1.51 3.62 -1.25
C 3.15 -1.41 -1.94
C 4.48 -0.94 -2.53
C 4.83 -1.85 -3.72
C 4.41 0.48 -3.11
N 5.57 -1.10 -1.52
O 6.09 -2.27 -1.51
H 6.16 -2.16 1.04
H 6.40 -0.55 1.71
H 7.39 -1.07 0.35
H 5.52 1.49 -1.10
H 5.11 1.50 0.63
H 6.73 1.14 0.09
H 3.81 -0.26 1.27
H 4.06 -1.90 0.77
H 2.21 -2.88 0.01
H 0.93 -1.96 -0.75
H 1.05 -2.55 1.94
H 1.87 -1.03 1.98
H -0.48 -0.82 2.50
H -0.07 0.17 1.14
H -0.98 -2.03 -0.24
H -1.75 -2.33 1.29
H 2.31 0.99 -1.63
H 0.95 0.20 -0.93
H 2.13 1.09 1.37
H 0.96 1.94 0.40
H 2.82 4.59 -0.06
H 3.21 -2.50 -1.88
H 2.35 -1.18 -2.65
H 5.87 -1.72 -4.00
H 4.63 -2.90 -3.51
H 4.23 -1.54 -4.57
H 5.34 0.73 -3.62
H 3.62 0.48 -3.86
H 4.15 1.24 -2.39
C 0.18 2.02 6.30
C -0.39 1.10 5.26
O 0.26 0.72 4.31
C -1.82 0.64 5.45
H 1.20 2.28 6.06
H -0.42 2.94 6.35
H 0.15 1.55 7.28
H -2.48 1.51 5.47
H -1.92 0.12 6.40
H -2.11 -0.02 4.64
C -0.61 -2.25 -6.00
C 0.11 -1.90 -7.28
O 1.17 -2.40 -7.57
C -0.56 -0.88 -8.17
H -0.02 -2.98 -5.45
H -0.74 -1.36 -5.38
H -1.59 -2.66 -6.22
H -0.69 0.06 -7.64
H -1.54 -1.24 -8.47
H 0.05 -0.72 -9.06
C -9.74 1.22 -0.94
C -8.99 0.81 0.30
O -9.53 0.74 1.38
C -7.52 0.48 0.12
H -10.78 1.42 -0.69
H -9.29 2.11 -1.38
H -9.70 0.42 -1.69
H -6.99 1.35 -0.27
H -7.40 -0.34 -0.58
H -7.09 0.20 1.08
C -1.41 5.42 -0.84
C -2.31 5.65 0.35
O -2.38 6.72 0.90
C -3.13 4.47 0.81
H -0.88 6.34 -1.09
H -0.69 4.64 -0.62
H -2.00 5.11 -1.70
H -2.47 3.64 1.09
H -3.78 4.12 0.01
H -3.73 4.75 1.67
C 0.99 4.26 10.56
C 1.91 3.42 9.72
O 1.83 3.40 8.51
C 2.93 2.59 10.46
H 0.30 4.81 9.92
H 0.42 3.63 11.24
H 1.57 4.97 11.16
H 2.43 1.90 11.14
H 3.58 3.24 11.05
H 3.53 2.03 9.75
C -2.55 -5.50 -4.36
C -1.53 -6.54 -3.95
O -1.57 -7.08 -2.87
C -0.45 -6.86 -4.96
H -3.27 -5.36 -3.56
H -2.05 -4.55 -4.57
H -3.07 -5.82 -5.26
H 0.12 -5.96 -5.20
H -0.90 -7.23 -5.88
H 0.22 -7.61 -4.55

Entry 3:
123
Properties=species:S:1:pos:R:3 method="wB97M-V/def2-TZVPD" de_lowest_kj_mol=499.5 molar_mass_g_mol=847.14 energy_ha=-3418.4567 gap_ev=8.6 homo_energy_ha=-0.6359 charge=+5
C -0.22 6.11 -0.77
C 0.29 7.57 -0.81
N 1.40 7.75 -1.71
C 1.63 8.74 -2.65
C 2.73 8.39 -3.43
N 3.26 7.22 -2.83
C 2.46 6.88 -1.73
C 4.46 6.49 -3.24
H -1.17 6.01 -0.24
H 0.55 5.51 -0.28
H -0.40 5.72 -1.77
H 0.66 7.86 0.17
H -0.60 8.16 -1.01
H 0.98 9.60 -2.68
H 3.31 8.76 -4.26
H 2.72 6.07 -1.07
H 4.37 5.41 -3.32
H 5.27 6.74 -2.55
H 4.82 6.89 -4.19
C -5.58 -8.05 1.08
C -5.03 -6.85 0.19
N -3.87 -6.22 0.75
C -3.67 -4.83 1.01
C -2.43 -4.58 1.52
N -1.82 -5.83 1.76
C -2.73 -6.79 1.35
C -0.48 -6.05 2.25
H -6.60 -8.09 0.70
H -5.77 -7.93 2.14
H -5.15 -9.03 0.87
H -5.86 -6.16 0.03
H -4.79 -7.18 -0.82
H -4.43 -4.14 0.66
H -1.90 -3.66 1.70
H -2.57 -7.86 1.31
H -0.24 -7.04 1.86
H -0.39 -6.16 3.33
H 0.21 -5.36 1.76
C 7.39 -2.25 4.74
C 8.17 -1.06 5.13
N 8.21 -0.08 4.01
C 8.57 -0.40 2.69
C 8.34 0.71 1.85
N 7.77 1.65 2.66
C 7.73 1.18 3.97
C 7.26 2.89 2.19
H 8.03 -3.13 4.86
H 7.09 -2.19 3.69
H 6.49 -2.42 5.32
H 9.15 -1.48 5.34
H 7.89 -0.49 6.02
H 8.97 -1.38 2.47
H 8.55 0.82 0.80
H 7.43 1.73 4.85
H 7.65 3.75 2.74
H 6.17 2.82 2.22
H 7.48 3.06 1.14
C -1.07 0.36 7.75
C -1.52 0.03 6.28
N -2.67 0.84 5.91
C -2.67 1.85 4.96
C -3.96 2.40 5.01
N -4.71 1.73 5.97
C -3.89 0.76 6.49
C -6.09 1.96 6.32
H -1.87 0.08 8.44
H -0.82 1.40 7.96
H -0.23 -0.30 7.96
H -1.79 -1.02 6.20
H -0.72 0.17 5.55
H -1.76 2.05 4.41
H -4.42 3.21 4.47
H -4.16 0.04 7.24
H -6.48 2.78 5.71
H -6.32 2.14 7.36
H -6.69 1.06 6.16
C -2.60 -4.96 -6.13
C -2.62 -5.41 -4.64
N -1.34 -5.94 -4.27
C -1.15 -7.25 -3.98
C 0.17 -7.45 -3.57
N 0.85 -6.20 -3.61
C -0.14 -5.30 -4.12
C 2.26 -5.93 -3.37
H -1.96 -4.11 -6.36
H -3.57 -4.63 -6.49
H -2.26 -5.81 -6.71
H -3.44 -6.11 -4.45
H -2.88 -4.64 -3.92
H -1.95 -7.97 -4.00
H 0.63 -8.37 -3.27
H -0.03 -4.27 -4.43
H 2.69 -5.23 -4.08
H 2.77 -6.89 -3.30
H 2.36 -5.46 -2.39
C -0.57 4.31 -5.50
C -1.89 4.09 -6.27
N -2.88 3.67 -5.29
C -2.90 2.47 -4.65
C -4.01 2.39 -3.79
N -4.56 3.62 -3.72
C -3.82 4.40 -4.58
C -5.68 4.00 -2.84
H 0.23 4.71 -6.13
H -0.11 3.49 -4.97
H -0.57 5.09 -4.74
H -1.75 3.48 -7.16
H -2.26 4.98 -6.79
H -2.24 1.74 -5.09
H -4.44 1.60 -3.18
H -4.04 5.41 -4.90
H -5.86 5.07 -2.88
H -5.49 3.70 -1.81
H -6.60 3.58 -3.25
N 0.86 0.28 0.81
S 2.39 -0.19 0.19
O 3.38 0.86 -0.13
O 2.34 -1.44 -0.56
F 2.98 -0.70 1.63
S 0.30 0.39 -0.55
O -0.13 -0.80 -1.26
O 0.76 1.47 -1.39
F -1.13 0.94 -0.05

Entry 4:
115
Properties=species:S:1:pos:R:3 method="wB97M-V/def2-TZVPD" molar_mass_g_mol=681.94 energy_ha=-2272.7619 gap_ev=7.6 homo_energy_ha=-0.3792 charge=+1
C 6.66 0.52 1.78
C 5.90 1.68 1.12
C 4.89 2.39 2.04
C 4.78 3.91 1.75
C 3.46 4.32 1.11
C 2.23 4.16 2.02
C 0.99 3.92 1.17
C -0.25 3.58 2.04
C -1.36 4.67 2.03
C -2.73 4.18 1.62
N -3.29 3.16 2.50
C -2.73 2.58 3.62
C -3.55 1.68 4.11
N -4.66 1.72 3.27
C -4.49 2.60 2.32
C -5.41 2.95 1.22
C -6.81 2.35 1.33
O -6.81 0.99 1.68
C -7.47 2.47 -0.06
F -7.40 3.71 -0.53
F -6.85 1.62 -0.88
F -8.74 2.07 0.00
H 6.20 -0.43 1.56
H 6.84 0.66 2.84
H 7.64 0.48 1.30
H 5.34 1.25 0.29
H 6.62 2.36 0.67
H 5.25 2.29 3.06
H 3.90 1.94 1.91
H 5.00 4.48 2.65
H 5.56 4.15 1.03
H 3.54 5.37 0.82
H 3.30 3.76 0.19
H 2.11 5.09 2.59
H 2.39 3.34 2.71
H 0.80 4.75 0.50
H 1.21 3.03 0.59
H 0.08 3.43 3.07
H -0.69 2.65 1.69
H -1.07 5.43 1.31
H -1.38 5.17 2.99
H -2.67 3.80 0.60
H -3.42 5.02 1.59
H -1.76 2.83 3.99
H -3.42 1.05 4.96
H -5.45 1.12 3.43
H -4.97 2.71 0.25
H -5.53 4.03 1.23
H -7.44 2.94 2.00
H -7.57 0.80 2.25
C -10.83 0.57 -2.53
C -9.78 -0.46 -2.15
C -10.58 -1.42 -1.28
O -11.92 -1.39 -1.78
C -12.07 -0.30 -2.69
H -10.59 1.13 -3.43
H -10.97 1.28 -1.71
H -9.41 -0.98 -3.04
H -8.92 -0.04 -1.63
H -10.60 -1.09 -0.24
H -10.20 -2.44 -1.31
H -12.14 -0.71 -3.71
H -12.99 0.23 -2.47
C 10.68 -2.83 -0.51
C 11.25 -2.11 0.71
C 10.19 -1.06 0.98
O 8.94 -1.62 0.56
C 9.19 -2.81 -0.21
H 11.07 -3.83 -0.66
H 10.89 -2.24 -1.41
H 11.32 -2.81 1.55
H 12.24 -1.68 0.55
H 10.37 -0.15 0.41
H 10.12 -0.79 2.04
H 8.90 -3.67 0.40
H 8.57 -2.80 -1.11
C 4.29 -3.56 -2.15
C 4.97 -4.69 -1.39
C 6.34 -4.73 -2.06
O 6.63 -3.39 -2.47
C 5.45 -2.60 -2.37
H 3.46 -3.11 -1.61
H 3.92 -3.92 -3.11
H 5.07 -4.42 -0.34
H 4.44 -5.64 -1.45
H 6.33 -5.37 -2.94
H 7.13 -5.08 -1.38
H 5.57 -1.92 -1.51
H 5.34 -2.00 -3.27
C -11.26 -6.49 0.61
C -10.80 -5.08 0.26
C -9.33 -5.13 0.65
O -8.90 -6.48 0.46
C -10.04 -7.32 0.24
H -12.16 -6.79 0.08
H -11.46 -6.56 1.68
H -10.89 -4.91 -0.82
H -11.35 -4.29 0.77
H -9.19 -4.88 1.71
H -8.70 -4.46 0.06
H -10.06 -7.60 -0.82
H -9.95 -8.22 0.84
C 7.33 0.52 -3.89
C 7.27 2.03 -4.10
C 6.90 2.52 -2.71
O 7.47 1.59 -1.79
C 7.91 0.42 -2.49
H 7.92 -0.01 -4.64
H 6.32 0.10 -3.91
H 8.26 2.40 -4.39
H 6.56 2.34 -4.86
H 5.82 2.53 -2.56
H 7.29 3.52 -2.50
H 9.01 0.43 -2.52
H 7.59 -0.47 -1.96